(1)
A gas-phase ion, CCl2NO2S (charge -1), computed with ωB97M-V with the def2-TZVPD basis set.

Output
Maximum force = 5.659 eV/Å
DFT total energy = -1561.9509 a.u.
Total charge = -1
Kohn-Sham gap = 7.732 eV
Energy relative to the best compared isomer or geometry (same formula, charge and spin) = 30.83 kJ/mol

```
7
Properties=species:S:1:pos:R:3:forces:R:3:nbo_charge:R:1
C -0.611720 1.052057 0.117360 -1.8194 -3.2148 4.2865 0.2010
N -0.468543 -0.034066 0.740670 0.2176 3.2650 -2.7149 -0.6142
O 1.941482 -0.980177 0.291600 0.3127 0.4101 0.1391 -1.0155
O 0.314134 -1.677328 -1.353985 -0.6006 0.4584 -1.0868 -1.0086
S 0.596136 -1.495020 0.054411 0.6183 -1.2697 1.1116 1.6359
Cl -1.947065 2.154995 1.019604 0.3478 0.1220 -0.2624 -0.2800
Cl -0.220497 1.869616 -1.260393 0.9236 0.2290 -1.4731 0.0815
```
Forces are in eV/Å.

***

(2)
A molecular structure, CCl2O3P, computed with ωB97M-V with the def2-TZVPD basis set.

Output
Maximum force = 8.585 eV/Å
DFT total energy = -1525.7275 a.u.
Total charge = -1
Kohn-Sham gap = 8.841 eV
Energy relative to the best compared isomer or geometry (same formula, charge and spin) = 112.48 kJ/mol

```
7
Properties=species:S:1:pos:R:3:forces:R:3:nbo_charge:R:1
C -0.870140 0.209111 -0.262495 0.9977 0.2445 8.5229 0.5304
O -1.535274 0.413935 -1.174285 -2.3230 0.4264 -4.7068 -0.5907
O -1.059723 0.420011 1.055054 0.9826 -0.9708 -3.7716 -0.7566
O 1.736174 0.869917 0.403225 0.4663 -0.0647 0.1868 -1.0599
P 0.911528 -0.270319 0.012434 0.5900 -0.9820 -0.2575 1.6434
Cl 1.046914 -1.987222 1.261168 -0.2180 0.8769 -0.3482 -0.3417
Cl 1.905384 -1.268092 -1.658789 -0.4956 0.4696 0.3744 -0.4250
```
Forces are in eV/Å.

***

(3)
CCl2O3S in the gas phase, computed with ωB97M-V with the def2-TZVPD basis set.

Output
Maximum force = 1.379 eV/Å
DFT total energy = -1582.3517 a.u.
Kohn-Sham gap = 10.099 eV
Energy relative to the best compared isomer or geometry (same formula, charge and spin) = 16.87 kJ/mol

```
7
Properties=species:S:1:pos:R:3:forces:R:3:nbo_charge:R:1
C 0.969807 0.090679 -0.779096 -0.8402 0.2269 1.0692 0.3790
O 1.797939 -0.705987 -0.982894 -0.7285 0.5086 0.1698 -0.4229
O -0.781393 1.113493 1.396608 0.2455 -0.5093 -1.1841 -0.8553
O -0.164030 -1.268998 1.547556 0.3674 0.4035 -0.6316 -0.8697
S -0.476460 -0.128415 0.736352 0.8805 -0.3518 0.7657 1.9081
Cl 0.684727 1.649954 -1.512010 0.1944 -0.6099 0.1085 0.0510
Cl -2.030590 -0.750727 -0.406515 -0.1192 0.3321 -0.2975 -0.1903
```
Forces are in eV/Å.

***

(4)
A gas-phase ion, CCl4O2P (charge -1), computed with ωB97M-V with the def2-TZVPD basis set.

Output
Maximum force = 3.928 eV/Å
DFT total energy = -2370.8877 a.u.
Total charge = -1
Kohn-Sham gap = 8.961 eV
Energy relative to the best compared isomer or geometry (same formula, charge and spin) = 0.00 kJ/mol

```
8
Properties=species:S:1:pos:R:3:forces:R:3:nbo_charge:R:1
C 0.817351 -0.230102 -0.015610 0.3332 1.3292 0.2624 -0.5093
O -1.217541 1.146777 -1.275461 0.8850 -1.4674 3.2391 -1.1139
O -1.204657 1.030738 1.430469 0.5300 -0.6392 -1.2520 -1.1059
P -0.936179 0.442428 0.078920 -0.9459 3.1726 -2.1146 2.0726
Cl 1.183581 -1.048445 -1.483785 0.0434 -0.5850 -1.2674 0.0298
Cl 1.799795 1.260155 0.030958 0.4316 0.4456 0.0900 -0.0237
Cl 1.321871 -1.247864 1.298626 -0.0227 -0.4774 0.9617 0.0139
Cl -1.764218 -1.353690 -0.064115 -1.2545 -1.7785 0.0808 -0.3636
```
Forces are in eV/Å.

***

(5)
A molecular structure, CClF2O2S, computed with ωB97M-V with the def2-TZVPD basis set.

Output
Maximum force = 1.884 eV/Å
DFT total energy = -1246.7233 a.u.
Total charge = -1
Kohn-Sham gap = 8.318 eV
Energy relative to the best compared isomer or geometry (same formula, charge and spin) = 103.35 kJ/mol

```
7
Properties=species:S:1:pos:R:3:forces:R:3:nbo_charge:R:1
C 0.389999 -0.607789 -0.311431 1.0659 -1.1485 1.0451 0.5260
O -0.312866 1.233810 1.730877 -0.1198 0.2639 -0.4327 -0.9350
O -1.823565 1.620700 -0.187727 1.5363 -0.3473 0.3985 -0.9363
F -0.665872 -1.314861 -0.659590 -0.3945 -0.1627 -0.9381 -0.3644
F 0.852730 -1.353349 0.770950 -0.1166 1.1530 -0.5860 -0.3989
S -0.434077 1.570337 0.316484 -0.9036 -0.2073 0.0558 1.5764
Cl 1.993650 -1.148847 -1.659563 -1.0677 0.4488 0.4573 -0.4677
```
Forces are in eV/Å.

***

(6)
2 unconnected molecules or ions with the total composition CClIOS, computed with ωB97M-V with the def2-TZVPD basis set.

Output
Maximum force = 3.650 eV/Å
DFT total energy = -1269.4015 a.u.
Kohn-Sham gap = 8.090 eV
Energy relative to the best compared isomer or geometry (same formula, charge and spin) = 8.64 kJ/mol

```
5
Properties=species:S:1:pos:R:3:forces:R:3:nbo_charge:R:1
C -0.243592 0.171489 -1.294715 0.9254 -2.5176 -2.4600 0.5098
O 0.048172 -0.630363 -2.075423 -0.9199 2.5239 2.4707 -0.5105
S 0.851854 1.319384 2.514696 -1.1273 -0.6124 1.0592 0.0325
Cl 0.102986 0.197018 4.161374 0.4717 0.7341 -1.0697 -0.1623
I 3.112764 0.841103 2.567543 0.6501 -0.1280 -0.0002 0.1305
```
Forces are in eV/Å.